Record 1
A cluster of 12 separate species, C6H39N2O11 in total in a non-equilibrium geometry, computed with ωB97M-V/def2-TZVPD.

The geometry in XYZ format:
```
58
Properties=species:S:1:pos:R:3:lowdin_charge:R:1
C -1.02 0.28 1.00 -0.1829
N -0.47 0.32 2.33 -0.0653
C -1.12 -0.46 3.39 -0.2774
C -1.26 0.36 4.66 -0.0973
C -1.24 1.69 0.47 -0.2898
N -0.05 2.61 0.54 -0.0067
C -0.39 4.02 0.78 -0.0086
C -1.44 1.65 -1.07 -0.0301
H -0.43 -0.37 0.33 0.1309
H -2.02 -0.14 0.99 0.1002
H 0.53 0.17 2.42 0.0592
H -2.07 -0.94 3.14 0.1095
H -0.50 -1.34 3.60 0.1072
H -0.31 0.68 5.09 0.0605
H -1.76 -0.28 5.40 0.0736
H -1.84 1.27 4.52 0.0669
H -2.03 2.10 1.09 0.1398
H 0.65 2.42 1.28 0.1026
H 0.59 2.44 -0.25 0.0986
H -1.27 4.33 0.23 0.0970
H 0.39 4.76 0.75 0.1026
H -0.81 4.04 1.79 0.1043
H -0.49 1.37 -1.49 0.0613
H -1.75 2.62 -1.47 0.0921
H -2.28 0.99 -1.26 0.0468
H 2.65 -0.93 3.22 0.0639
H 2.71 -0.53 1.65 0.0062
O 2.19 -0.88 2.38 -0.0432
H -4.54 1.18 -0.56 0.0615
H -4.55 0.17 0.66 0.0616
O -4.01 0.71 0.08 -0.0417
H 2.11 -1.82 -4.25 0.0563
H 3.21 -2.53 -3.58 0.0498
O 3.06 -1.74 -4.11 -0.0533
H 0.97 -3.17 -2.65 0.0070
H 2.08 -3.79 -1.75 0.0623
O 1.85 -3.00 -2.25 -0.0748
H 2.97 1.81 1.65 0.0356
H 2.26 1.98 3.01 0.0699
O 2.21 2.24 2.08 -0.0383
H -0.89 -3.99 -4.13 0.0672
H -1.04 -4.07 -2.59 0.0160
O -0.57 -3.60 -3.31 -0.0728
H 2.23 1.69 -2.08 0.0314
H 1.77 3.21 -1.99 0.0722
O 1.52 2.31 -1.77 -0.0767
H 4.76 0.31 -0.18 0.0665
H 3.21 0.11 -0.43 0.0108
O 3.88 0.48 0.16 -0.0448
H -2.35 -1.27 -1.77 0.0276
H -2.98 -2.02 -2.85 0.0642
O -2.52 -2.20 -2.02 -0.0538
H 3.05 -0.51 -2.96 0.0429
H 1.86 -0.48 -2.05 0.0542
O 2.62 0.08 -2.27 -0.0817
H -2.05 -5.26 -0.74 0.0653
H -3.00 -4.23 -1.25 0.0446
O -2.32 -4.84 -1.57 -0.0507
```

The charge is +1. The value obtained for the max |F| is 2.19 eV/A.

***

Record 2
A cluster of 2 separate species, C4H14N3 in total in a non-equilibrium geometry, computed with ωB97M-V/def2-TZVPD.

The geometry in XYZ format:
```
21
Properties=species:S:1:pos:R:3:lowdin_charge:R:1
C 1.15 1.78 -1.65 -0.0150
C -0.86 0.69 -0.68 -0.4340
N 0.04 0.83 -1.61 0.0735
N -0.91 1.53 0.33 0.2411
N -1.70 -0.39 -0.53 0.1498
H 0.02 0.19 -2.39 0.1677
H -0.25 2.25 0.61 0.1359
H -1.58 1.34 1.06 0.1365
H -2.51 -0.61 -1.11 0.1272
H -1.30 -1.22 -0.13 0.0994
H 1.76 1.66 -2.52 0.1010
H 1.75 1.63 -0.75 0.0993
H 0.81 2.82 -1.59 0.1013
C 1.00 -2.64 1.39 -0.1716
C 1.02 -1.44 2.34 -0.1698
H 0.52 -2.54 0.42 0.0378
H 2.03 -2.98 1.26 0.0695
H 0.46 -3.49 1.80 0.0720
H 1.34 -0.52 1.87 0.0462
H 1.63 -1.78 3.18 0.0723
H 0.08 -1.22 2.86 0.0598
```

The charge is +1. The value obtained for the max |F| is 1.65 eV/A.

***

Record 3
The ion C4H5N4 with charge +1 in a non-equilibrium geometry, computed with ωB97M-V/def2-TZVPD.

The geometry in XYZ format:
```
13
Properties=species:S:1:pos:R:3:lowdin_charge:R:1
C 0.03 -1.55 0.09 -0.0036
N -0.07 -0.14 0.01 -0.1593
N 1.07 0.60 0.02 0.1474
C 0.76 1.88 0.06 -0.0916
C -0.63 2.10 0.02 0.0296
C -1.10 0.75 -0.06 -0.0178
N -2.78 0.19 0.06 0.2007
N -3.71 -0.37 -0.11 0.3330
H 0.11 -1.85 -0.93 0.0908
H 1.03 -1.91 0.31 0.1094
H -0.84 -2.12 0.57 0.1298
H 1.41 2.73 0.09 0.1299
H -1.31 2.89 0.05 0.1017
```

The charge is +1. The value obtained for the max |F| is 3.57 eV/A. Its structure (SMILES) is Cn1nccc1[N+]#N.

***

Quick rundown of ΔE to the lowest compared entry with this formula, charge and spin, same order as above: 251.1 87.7 309.8 kJ/mol
Quick rundown of LUMO energy, same order as above: -2.16 -3.32 -6.45 eV
Quick rundown of energy, same order as above: -32352.6428 -8839.1134 -10178.0213 eV